Computed, not measured: 29 unconnected molecules or ions with the total composition C31H117F3N54O30 at a distorted geometry, with ωB97M-V with the def2-TZVPD basis set.

The total energy is -6765.57738 Eh. As for the highest occupied orbital energy: -8.83 eV. The largest force on an atom comes out at 0.1835 hartree/bohr.

```
235
C31H117F3N54O30 ωB97M-V with the def2-TZVPD basis set
O -24.852 -15.340 -8.999
H -24.586 -15.743 -9.829
H -25.147 -16.001 -8.369
H -24.072 -14.888 -8.670
C -23.254 -17.466 -10.750
O -22.549 -16.226 -10.434
O -24.593 -17.135 -11.084
C -22.295 -18.533 -11.401
F -22.202 -19.588 -10.630
F -22.698 -18.738 -12.645
F -21.021 -18.191 -11.535
C -22.074 -15.396 -11.517
C -20.788 -14.770 -10.912
H -21.057 -14.169 -10.043
H -20.166 -15.651 -10.749
H -20.315 -14.192 -11.706
H -22.696 -14.503 -11.561
H -21.919 -15.761 -12.533
H -23.183 -17.701 -9.688
C -18.943 -17.246 -14.105
O -18.104 -17.111 -13.290
N -20.067 -17.790 -13.869
N -18.782 -16.977 -15.362
H -20.773 -17.763 -14.591
H -20.223 -17.995 -12.893
H -17.938 -16.487 -15.622
H -19.572 -17.112 -15.977
C -28.229 -15.074 -11.204
O -29.080 -14.329 -11.708
N -26.988 -15.294 -11.662
N -28.368 -15.839 -10.149
H -26.765 -15.011 -12.605
H -26.359 -15.983 -11.275
H -27.505 -16.244 -9.815
H -29.240 -15.847 -9.640
C -24.141 -21.085 -8.463
O -22.947 -21.080 -8.297
N -25.002 -21.965 -7.885
N -24.779 -20.079 -8.834
H -26.006 -21.883 -7.963
H -24.460 -22.698 -7.450
H -24.099 -19.611 -9.417
H -25.785 -20.058 -8.929
C -25.115 -17.547 -5.960
O -24.953 -17.063 -7.088
N -24.654 -18.698 -5.578
N -25.768 -16.911 -5.004
H -24.899 -18.942 -4.629
H -24.137 -19.233 -6.261
H -26.220 -17.317 -4.197
H -26.005 -15.979 -5.312
C -22.516 -16.125 -16.618
O -22.236 -17.052 -15.851
N -22.375 -14.807 -16.454
N -23.210 -16.254 -17.672
H -22.735 -14.283 -17.239
H -21.998 -14.496 -15.570
H -23.062 -15.544 -18.375
H -23.502 -17.174 -17.968
C -25.326 -17.309 -14.570
O -25.618 -17.501 -15.682
N -24.451 -16.451 -14.159
N -26.003 -17.919 -13.646
H -24.315 -16.544 -13.162
H -23.791 -16.065 -14.819
H -26.725 -18.491 -14.060
H -25.677 -18.032 -12.697
C -14.812 -17.969 -12.126
O -13.782 -18.399 -11.660
N -15.017 -17.007 -12.987
N -15.965 -18.359 -11.772
H -15.912 -16.667 -13.310
H -14.232 -16.381 -13.094
H -16.750 -18.349 -12.408
H -15.837 -19.142 -11.147
C -24.586 -20.700 -16.548
O -24.336 -21.763 -16.984
N -24.679 -20.270 -15.315
N -25.024 -19.625 -17.265
H -24.167 -20.811 -14.633
H -24.891 -19.284 -15.248
H -25.717 -19.085 -16.766
H -25.154 -19.762 -18.257
C -17.161 -14.614 -9.247
O -16.032 -14.400 -9.030
N -18.143 -14.217 -8.484
N -17.558 -15.430 -10.234
H -17.867 -13.572 -7.757
H -18.941 -14.835 -8.433
H -16.822 -15.848 -10.785
H -18.505 -15.753 -10.372
C -21.223 -10.411 -9.750
O -20.623 -9.388 -9.883
N -22.210 -10.519 -8.846
N -21.100 -11.391 -10.507
H -22.345 -9.719 -8.244
H -22.605 -11.428 -8.654
H -20.298 -11.446 -11.119
H -21.663 -12.224 -10.407
C -20.723 -23.579 -9.887
O -20.042 -24.093 -10.731
N -21.976 -23.366 -10.113
N -20.422 -22.995 -8.813
H -22.204 -23.694 -11.041
H -22.312 -22.481 -9.760
H -19.570 -23.249 -8.335
H -21.144 -22.579 -8.241
C -18.046 -16.361 -5.517
O -19.180 -15.914 -5.415
N -17.198 -16.584 -4.507
N -17.456 -16.736 -6.558
H -16.591 -17.390 -4.531
H -17.549 -16.288 -3.607
H -16.450 -16.826 -6.549
H -18.071 -16.897 -7.344
C -24.703 -22.770 -12.580
O -25.777 -23.181 -12.209
N -24.345 -21.544 -12.671
N -23.723 -23.501 -13.028
H -23.390 -21.279 -12.862
H -25.012 -20.820 -12.442
H -22.821 -23.049 -12.996
H -23.689 -24.509 -13.091
C -20.884 -20.405 -17.391
O -20.450 -21.243 -18.139
N -20.437 -20.131 -16.151
N -21.708 -19.478 -17.766
H -19.748 -20.709 -15.692
H -21.307 -20.137 -15.638
H -21.974 -18.913 -16.972
H -22.090 -19.559 -18.697
C -26.422 -13.491 -15.442
O -26.837 -12.403 -15.873
N -25.202 -13.877 -15.651
N -27.087 -14.385 -14.829
H -24.773 -14.791 -15.619
H -24.691 -13.159 -16.146
H -28.097 -14.380 -14.839
H -26.684 -15.310 -14.783
C -25.616 -13.158 -6.229
O -25.772 -14.315 -6.033
N -24.827 -12.556 -7.014
N -26.282 -12.253 -5.595
H -24.054 -13.088 -7.387
H -24.781 -11.564 -6.829
H -26.971 -12.626 -4.958
H -26.350 -11.312 -5.955
C -14.466 -17.058 -7.644
O -14.148 -18.015 -6.968
N -14.198 -15.860 -7.370
N -15.250 -17.136 -8.683
H -13.742 -15.628 -6.499
H -14.733 -15.241 -7.962
H -15.567 -18.053 -8.962
H -15.473 -16.302 -9.208
C -21.584 -20.403 -4.573
O -20.593 -19.687 -4.504
N -22.059 -21.261 -3.720
N -22.273 -20.513 -5.674
H -21.520 -21.396 -2.877
H -22.957 -21.724 -3.733
H -22.030 -19.927 -6.460
H -22.952 -21.252 -5.562
C -18.967 -18.509 -8.996
O -19.223 -17.324 -8.808
N -17.926 -18.802 -9.678
N -19.586 -19.597 -8.650
H -17.403 -18.149 -10.244
H -17.741 -19.791 -9.593
H -20.320 -19.535 -7.958
H -19.275 -20.537 -8.850
C -21.680 -12.344 -14.283
O -21.437 -13.391 -13.883
N -22.860 -11.938 -14.624
N -20.807 -11.389 -14.192
H -23.516 -12.701 -14.699
H -23.104 -10.958 -14.589
H -20.793 -10.451 -14.565
H -20.020 -11.679 -13.629
C -28.338 -18.650 -8.742
O -28.586 -18.797 -7.510
N -27.195 -18.211 -9.223
N -29.235 -18.724 -9.704
H -27.105 -18.072 -10.220
H -26.337 -18.366 -8.714
H -28.778 -18.599 -10.596
H -30.218 -18.951 -9.667
C -17.220 -13.026 -13.277
O -17.512 -12.068 -12.611
N -18.105 -13.794 -13.805
N -16.087 -13.255 -13.819
H -19.035 -13.705 -13.421
H -17.744 -14.737 -13.820
H -15.828 -12.772 -14.668
H -15.403 -12.959 -13.138
C -19.824 -23.070 -14.076
O -20.771 -23.783 -13.765
N -19.056 -23.431 -15.066
N -19.304 -22.053 -13.408
H -18.292 -22.833 -15.346
H -19.192 -24.326 -15.514
H -18.386 -21.694 -13.628
H -19.681 -21.843 -12.495
C -24.755 -12.055 -11.213
O -24.173 -12.848 -10.444
N -25.471 -12.405 -12.208
N -24.876 -10.824 -10.986
H -25.909 -11.640 -12.700
H -25.750 -13.355 -12.406
H -24.095 -10.542 -10.410
H -24.847 -10.330 -11.866
C -28.287 -19.905 -13.186
O -27.960 -19.316 -12.150
N -29.112 -19.469 -14.145
N -27.925 -21.125 -13.479
H -29.452 -20.243 -14.699
H -29.442 -18.530 -13.974
H -28.050 -21.624 -14.348
H -27.518 -21.586 -12.677
C -17.227 -10.207 -9.434
O -17.220 -9.501 -8.439
N -16.672 -9.988 -10.621
N -17.790 -11.327 -9.502
H -16.289 -9.159 -11.053
H -16.868 -10.658 -11.350
H -17.820 -11.845 -10.369
H -18.164 -11.780 -8.681
C -21.954 -14.663 -7.236
O -22.783 -14.069 -7.839
N -21.475 -14.313 -6.127
N -21.327 -15.755 -7.565
H -20.708 -14.823 -5.714
H -21.782 -13.583 -5.499
H -20.790 -16.050 -6.763
H -21.289 -16.348 -8.382
```